The following is a DFT calculation (ωB97M-V/def2-TZVPD) of a 4-piece molecular cluster, C9H13Cl5N overall.

Last column: natural (NBO) charge in e.
Element x y z (Å)
Cl1 -0.4363 -1.1438 1.0376  -0.950
Cl2 4.1795 -2.4052 2.5592  -0.111
C1 2.4112 -2.4160 2.2332  -0.381
C2 2.0059 -3.4333 1.2137  -0.411
Cl3 2.2847 -5.0982 1.7807  -0.102
H1 2.0680 -1.4167 1.9866  0.261
H2 1.9302 -2.6317 3.1862  0.219
H3 2.5469 -3.2782 0.2834  0.214
H4 0.9373 -3.3074 1.0435  0.283
Cl4 2.3861 -0.5404 -3.5711  -0.107
C3 1.6447 -0.8220 -1.9613  -0.371
C4 2.4677 -0.2224 -0.8617  -0.400
Cl5 4.0725 -0.9947 -0.6984  -0.090
H5 1.6029 -1.9012 -1.8461  0.224
H6 0.6410 -0.4090 -1.9094  0.247
H7 1.9416 -0.3620 0.0813  0.274
H8 2.6433 0.8396 -1.0164  0.211
N1 -2.9745 1.8345 1.0063  -0.397
C5 -2.6669 1.3358 -0.1867  0.047
C6 -2.8428 2.0499 -1.3647  -0.267
C7 -3.3622 3.3348 -1.3059  -0.184
C8 -3.6978 3.8557 -0.0673  -0.283
C9 -3.4504 3.0766 1.0526  0.027
H9 -2.3478 0.2984 -0.2133  0.244
H10 -2.6237 1.6170 -2.3321  0.211
H11 -3.5748 3.8585 -2.2304  0.204
H12 -4.1362 4.8392 0.0450  0.206
H13 -3.6503 3.4424 2.0556  0.182

Summary:
Electronic energy = -73649.37854 eV
Gap between HOMO and LUMO = 7.94 eV
Net charge = -1
Maximum force = 0.91 eV/Å
HOMO energy = -5.1 eV
Energy above the lowest of the compared OMol25 structures with the same formula, charge and spin = 0.000 eV

The following is a DFT calculation (ωB97M-V/def2-TZVPD) of C2H43CdO22 as an isolated structure in a non-equilibrium geometry.

Last column: natural (NBO) charge in e.
Element x y z (Å)
Cd1 -0.0122 -0.2690 -0.1339  1.787
C1 3.1511 1.3506 1.4811  -0.749
C2 2.0171 1.9804 0.7305  0.811
O1 1.4306 1.3158 -0.1899  -0.926
O2 1.6241 3.1288 1.1251  -0.737
H1 4.0549 1.1846 0.9028  0.232
H2 2.7296 0.3941 1.7900  0.232
H3 3.5228 1.9793 2.2901  0.246
O3 -1.3941 0.5307 1.6396  -1.019
H4 -2.2211 1.0460 1.4889  0.536
H5 -0.9753 1.1582 2.2633  0.494
O4 -0.2086 2.7716 3.7455  -0.991
H6 0.5582 3.0841 3.2371  0.502
H7 -0.4333 3.4710 4.3608  0.492
O5 0.1785 -0.6458 4.2183  -0.974
H8 0.2629 -0.8784 5.1616  0.494
H9 0.0357 0.3047 4.1690  0.487
O6 -0.8616 3.5319 -2.2668  -1.007
H10 -0.8647 3.7314 -1.3232  0.501
H11 -1.2863 4.2426 -2.7549  0.482
O7 -3.8859 1.8839 0.7887  -0.959
H12 -4.4681 2.1865 1.5063  0.489
H13 -3.6734 2.6872 0.2899  0.487
O8 -1.4523 0.6467 -1.5663  -1.029
H14 -1.2161 1.5299 -1.8819  0.527
H15 -1.8870 0.2721 -2.3534  0.524
O9 -1.6212 -1.9975 -0.2016  -1.011
H16 -2.4765 -2.0398 -0.6408  0.515
H17 -1.4558 -2.9112 0.1328  0.517
O10 -3.4408 1.2867 3.9435  -0.940
H18 -4.0198 0.6214 4.3517  0.472
H19 -2.6104 1.0555 4.3902  0.469
O11 1.1257 -1.7445 -1.5616  -1.004
H20 1.0399 -1.4299 -2.4510  0.510
H21 2.0797 -1.9150 -1.4783  0.516
O12 -2.8514 0.0546 -4.2369  -0.965
H22 -3.6631 0.1135 -4.7535  0.489
H23 -2.2741 0.7030 -4.6480  0.482
O13 0.9895 2.2411 -4.7121  -0.980
H24 1.6116 1.8395 -4.0628  0.492
H25 0.7044 3.0207 -4.2016  0.472
O14 -0.8585 3.7063 0.4431  -0.983
H26 -0.0864 3.2164 0.8260  0.502
H27 -0.4059 4.5381 0.3008  0.472
O15 1.8575 -4.6691 1.3078  -0.955
H28 0.9282 -4.9576 1.3766  0.486
H29 2.0437 -4.6633 0.3666  0.473
O16 3.7765 -2.4881 2.9387  -0.950
H30 4.3176 -1.7049 3.0819  0.470
H31 4.0331 -2.8575 2.0838  0.484
O17 -1.3121 -5.1097 0.4081  -0.970
H32 -1.4109 -5.9703 0.8187  0.490
H33 -1.5424 -5.2512 -0.5225  0.484
O18 0.9327 -1.5615 1.4315  -1.040
H34 0.8050 -1.3520 2.3571  0.527
H35 1.5881 -2.2855 1.4650  0.533
O19 3.9731 -1.9669 -0.3831  -0.970
H36 3.7811 -1.0943 -0.0299  0.481
H37 4.8423 -1.8644 -0.8318  0.495
O20 -4.6091 -2.2167 -1.5481  -0.956
H38 -5.1240 -2.7888 -2.1255  0.481
H39 -5.1555 -2.1570 -0.7585  0.479
O21 0.9050 -1.8330 -4.7478  -0.955
H40 -0.0115 -2.0177 -4.9731  0.476
H41 1.0247 -0.9422 -5.1443  0.484
O22 2.7122 1.9951 -2.5089  -0.973
H42 2.8219 2.9431 -2.5631  0.477
H43 2.3106 1.8357 -1.6576  0.493

Summary:
Electronic energy = -52380.22743 eV
Gap between HOMO and LUMO = 10.14 eV
Net charge = +1
Maximum force = 3.00 eV/Å
HOMO energy = -12.4 eV

The following is a DFT calculation (ωB97M-V/def2-TZVPD) of a 5-piece molecular cluster, C55H58BrN5O10S4 overall in a non-equilibrium geometry.

Last column: Mulliken charge in e.
Element x y z (Å)
C1 1.6084 6.4502 6.0607  -1.276
C2 0.8992 6.6300 4.6598  0.266
C3 0.8341 8.1136 4.1576  -0.590
C4 0.2192 8.3106 2.7207  -0.445
N1 -1.0925 7.6530 2.5067  -0.276
C5 -1.1897 6.9365 1.2580  0.040
C6 -2.3957 7.2006 0.4546  -0.813
C7 -2.6455 6.5147 -0.8081  0.335
C8 -3.9472 6.8588 -1.6046  -1.287
C9 -4.8947 5.6271 -1.8583  -0.508
C10 -5.1578 4.7872 -0.5509  0.168
S1 -6.2803 5.6899 0.6366  -0.039
C11 -7.9303 4.9489 0.3516  -0.384
S2 -8.8344 5.5097 -0.9197  -0.164
N2 -8.5284 3.9246 1.1697  0.349
C12 -7.6077 2.8003 1.4459  -0.516
C13 -7.9739 1.6238 0.4447  -0.897
C14 -9.1686 4.4665 2.3956  -0.411
C15 -10.3182 3.4497 2.7932  -1.064
C16 -1.6478 5.5573 -1.2640  1.210
C17 -0.3988 5.2550 -0.5389  -0.445
C18 -0.2252 5.9714 0.7434  0.165
O1 0.9374 5.6658 1.4640  -0.543
N3 0.6025 4.3274 -1.0341  -0.050
C19 0.0489 3.0489 -1.4334  -0.743
C20 0.6507 1.7681 -1.0110  0.924
C21 1.9167 1.8530 -0.1040  -0.955
C22 1.7153 1.2114 1.3462  0.005
C23 0.3591 1.6142 2.0117  0.242
N4 -0.3520 2.8352 1.7299  -0.248
O2 -0.1170 0.8767 2.8551  -0.613
C24 0.1083 0.4809 -1.4535  0.865
C25 0.6530 -0.9357 -1.1235  -0.647
Br1 2.6097 -1.1414 -1.4104  -0.148
C26 0.1584 -1.4969 0.3002  -0.296
C27 1.2212 -2.4450 0.9938  -1.120
C28 -1.0924 0.5223 -2.3099  -0.989
C29 -1.7204 1.7490 -2.7582  -0.313
N5 -2.9084 1.7049 -3.6214  -0.631
C30 -3.9182 1.5907 -2.9306  0.455
S3 -5.3090 1.3632 -2.1616  -0.303
C31 -1.1290 3.0031 -2.3192  0.597
S4 -1.8531 4.6082 -2.8225  -0.336
H1 1.8622 5.3586 6.1711  0.333
H2 0.8518 6.6600 6.8682  0.304
H3 2.5183 7.0815 6.2013  0.317
H4 1.3725 5.9211 3.9383  -0.088
H5 -0.1631 6.2687 4.8011  0.200
H6 1.8939 8.5046 4.1220  0.310
H7 0.3031 8.7953 4.8837  0.300
H8 0.0381 9.4221 2.6075  0.283
H9 0.9821 8.0629 1.9327  0.233
H10 -1.3822 7.0839 3.3008  0.289
H11 -3.1525 7.9424 0.8043  0.283
H12 -4.5179 7.6446 -1.0347  0.401
H13 -3.7242 7.3346 -2.6036  0.304
H14 -4.5816 4.9849 -2.7255  0.296
H15 -5.8946 6.0555 -2.1648  0.429
H16 -5.7328 3.8782 -0.8795  -0.199
H17 -4.2132 4.4581 -0.0485  0.191
H18 -7.7356 2.4656 2.5077  0.423
H19 -6.5236 3.0358 1.2885  0.247
H20 -7.7949 1.9893 -0.5992  0.089
H21 -9.0733 1.4257 0.5714  0.300
H22 -7.4186 0.6751 0.6645  0.337
H23 -8.4121 4.5608 3.2214  0.275
H24 -9.6109 5.4815 2.2048  0.391
H25 -9.9168 2.4306 3.0235  0.272
H26 -11.0385 3.3226 1.9355  0.268
H27 -10.9323 3.8166 3.6565  0.385
H28 0.7299 4.9814 2.1310  0.105
H29 0.9942 4.7709 -1.8746  0.431
H30 2.1539 2.9358 0.1063  0.517
H31 2.8445 1.4582 -0.6011  0.441
H32 2.5154 1.7008 1.9797  0.542
H33 1.9309 0.1210 1.3767  -0.406
H34 0.2621 3.4212 1.1587  -0.209
H35 -1.2083 2.5763 1.2378  0.322
H36 0.1825 -1.6335 -1.8693  0.675
H37 -0.7269 -2.1662 0.0948  0.456
H38 -0.2173 -0.6908 0.9722  0.193
H39 0.7604 -2.9084 1.9045  0.327
H40 2.1472 -1.9097 1.3217  0.276
H41 1.5638 -3.2491 0.2648  0.323
H42 -1.5384 -0.4383 -2.6539  0.356
C32 3.0659 -2.8516 -4.6977  -0.257
C33 4.3757 -2.8881 -4.9333  -0.340
C34 4.9697 -3.9244 -5.8072  0.437
O3 6.1657 -3.9600 -6.0212  -0.596
C35 4.0523 -4.9178 -6.4108  -0.396
C36 2.7421 -4.8816 -6.1754  -0.406
C37 2.1476 -3.8446 -5.3008  0.257
O4 0.9531 -3.8093 -5.0866  -0.562
H43 2.6145 -2.1019 -4.0607  0.457
H44 5.0611 -2.1696 -4.5010  0.458
H45 4.5051 -5.6674 -7.0476  0.450
H46 2.0570 -5.6001 -6.6075  0.413
C38 5.0790 -5.1999 1.9456  -0.563
C39 3.9861 -4.7724 1.3166  -0.011
C40 2.9086 -5.7118 0.9259  0.571
O5 1.9108 -5.3224 0.3497  -0.578
C41 3.0918 -7.1423 1.2620  -0.514
C42 4.1862 -7.5684 1.8916  -0.586
C43 5.2632 -6.6312 2.2826  0.281
O6 6.2598 -7.0188 2.8582  -0.562
H47 5.8771 -4.5292 2.2385  0.454
H48 3.8351 -3.7301 1.0634  0.310
H49 2.2916 -7.8173 0.9691  0.802
H50 4.3378 -8.6104 2.1449  0.444
C44 10.6795 -6.8428 -4.2947  -0.374
C45 11.0052 -6.3847 -3.0876  -0.383
C46 10.2126 -5.3199 -2.4301  0.373
O7 10.5107 -4.9007 -1.3301  -0.554
C47 9.0442 -4.7862 -3.1659  -0.394
C48 8.7173 -5.2436 -4.3736  -0.224
C49 9.5100 -6.3085 -5.0310  0.301
O8 9.2132 -6.7287 -6.1305  -0.541
H51 11.2475 -7.6199 -4.7906  0.410
H52 11.8558 -6.7641 -2.5352  0.405
H53 8.4765 -4.0091 -2.6695  0.453
H54 7.8662 -4.8630 -4.9247  0.563
C50 -1.6006 -10.0556 3.3509  -0.371
C51 -0.4255 -9.5956 2.9264  -0.280
C52 -0.1144 -9.5023 1.4825  0.352
O9 0.9597 -9.0838 1.0945  -0.522
C53 -1.1583 -9.9376 0.5281  -0.349
C54 -2.3337 -10.3979 0.9516  -0.377
C55 -2.6464 -10.4918 2.3965  0.338
O10 -3.7174 -10.9091 2.7835  -0.536
H55 -1.8458 -10.1318 4.4026  0.403
H56 0.3498 -9.2719 3.6095  0.434
H57 -0.9123 -9.8610 -0.5234  0.424
H58 -3.1084 -10.7213 0.2679  0.395

Summary:
Electronic energy = -199275.64981 eV
Gap between HOMO and LUMO = 6.34 eV
Net charge = 0
Maximum force = 3.91 eV/Å
HOMO energy = -8.2 eV

> Which value of HOMO energy does entry 3 give?

-8.2 eV

> Look up the gap between HOMO and LUMO of the third one.

6.34 eV

> Among the records above, which one has the highest electronic energy?

C2H43CdO22

> The highest maximum force belongs to which entry?

C55H58BrN5O10S4